Formula: C4H7ClO
Source: OMol25
Level of theory: ωB97M-V/def2-TZVPD

Geometry as XYZ:
```
13
Properties=species:S:1:pos:R:3
H 0.965 -2.150 1.484
C 0.122 1.040 0.268
Cl -3.606 0.266 0.543
H 2.393 -0.970 -1.195
C 0.841 -1.505 0.616
H -0.241 1.362 1.370
C 1.346 -1.179 -0.812
O -0.961 1.313 -0.572
C 0.632 -0.307 0.209
H -1.092 0.597 -1.154
H 0.991 1.682 -0.032
H 0.845 -1.488 -1.796
H -3.164 1.504 0.405
```

Results
SMILES string: OCC1=CC1.Cl
Kohn-Sham gap: 10.48 eV
E_LUMO: 0.81 eV
Total charge: 0
Relative energy (zero: lowest compared OMol25 entry of this formula, charge and spin): 3.586 eV
E_HOMO: -9.67 eV